[1]
Density functional theory data (the ωB97M-V functional and the def2-TZVPD basis) for 5 unconnected molecules or ions with the total composition C34H46NO3S at a distorted geometry.

```
85
Properties=species:S:1:pos:R:3:forces:R:3
C -2.30930 3.38947 -0.60462 0.5 0.6 0.4
C -0.72738 3.39637 -0.34423 0.0 -1.1 -1.0
C -0.20508 1.86750 -0.21572 -0.5 2.0 0.8
O -1.14327 1.06026 -0.99400 1.9 -2.1 0.5
C -0.62073 -0.23836 -1.23624 -0.9 0.0 -1.4
S -0.10462 -1.11940 0.34617 -0.1 0.2 1.1
C 0.14604 -2.88411 -0.17326 0.3 -1.1 -1.9
N 1.54379 -2.96445 -0.74631 -1.1 0.6 1.6
C -1.50022 -0.90867 1.54446 -1.3 0.3 0.4
C -2.54778 -2.10932 1.58142 0.5 0.7 1.1
O -3.43467 -2.15009 0.44632 -0.8 1.1 0.8
C -4.47875 -1.21321 0.56071 -2.2 2.0 0.5
O -4.48120 -0.22565 1.31011 1.1 -2.9 -1.5
C -5.75946 -1.39208 -0.39348 1.5 -0.9 -0.7
C -5.32786 -0.70939 -1.79847 0.1 0.1 1.0
H -2.52521 3.13107 -1.69661 0.2 0.4 1.7
H -2.68246 4.43519 -0.35537 0.3 -1.4 -0.5
H -2.83670 2.66294 0.08684 0.6 0.8 -0.9
H -0.42915 3.96069 0.59531 -0.4 -0.7 -1.3
H -0.23415 3.85098 -1.27240 -0.6 -0.4 1.5
H -0.29839 1.62310 0.90445 0.2 -0.1 -1.6
H 0.87131 1.74117 -0.55801 -1.3 0.0 0.3
H 0.31708 -0.23862 -1.89985 -1.1 0.0 1.0
H -1.41480 -0.91633 -1.70916 1.0 1.2 0.6
H 0.02918 -3.64249 0.66297 -0.1 1.3 -0.9
H -0.55227 -3.12489 -1.05149 0.5 0.4 1.6
H 2.12361 -3.37617 0.00390 -0.1 0.5 -0.7
H 1.84423 -1.98176 -0.88083 0.4 -1.0 -0.1
H -1.05916 -0.75596 2.58537 -0.2 -0.4 -1.5
H -2.00348 0.08920 1.28357 0.6 -1.5 0.1
H -1.97212 -3.08035 1.66128 -1.0 1.0 -0.3
H -3.17234 -1.96067 2.52956 1.0 -0.3 -1.3
H -6.67057 -0.90647 0.06982 1.4 -0.4 -0.4
H -5.96178 -2.49830 -0.56454 0.2 1.4 0.3
H -6.23912 -0.50920 -2.44504 1.3 -0.3 0.7
H -4.56403 -1.37886 -2.32094 -1.2 1.0 0.6
H -4.82249 0.27578 -1.51061 -0.8 -1.2 -0.7
C 7.22146 -2.15054 1.85133 -0.1 0.0 -0.1
C 6.28708 -3.14596 2.11629 0.0 0.0 0.0
C 5.15081 -3.26248 1.32328 0.0 0.1 -0.1
C 4.95386 -2.38862 0.25851 0.1 0.0 0.2
C 5.89015 -1.39549 -0.00880 0.0 0.0 0.0
C 7.02181 -1.27345 0.78993 -0.1 -0.1 0.0
H 8.10570 -2.05790 2.47181 -0.1 0.0 0.0
H 6.44439 -3.83112 2.94202 0.0 0.1 -0.1
H 4.41896 -4.03530 1.53435 0.1 0.0 0.0
H 4.07099 -2.48220 -0.36338 0.2 0.0 -0.1
H 5.73727 -0.71548 -0.84020 0.0 -0.1 0.0
H 7.74898 -0.49606 0.58494 0.0 -0.1 0.0
C 3.39183 6.76811 -0.60582 -0.1 0.0 0.0
C 2.20551 6.38746 0.01241 0.0 0.0 -0.1
C 1.01447 7.02892 -0.31158 0.1 0.0 -0.1
C 1.00824 8.04514 -1.26159 0.0 0.0 0.0
C 2.19401 8.42318 -1.88244 0.0 0.0 0.0
C 3.38649 7.78802 -1.55185 -0.1 0.0 0.0
H 4.32090 6.27028 -0.35053 -0.1 0.0 0.0
H 2.20939 5.59027 0.74858 0.0 0.1 0.0
H 0.09046 6.73649 0.17563 0.0 0.0 0.0
H 0.07907 8.54208 -1.51775 0.1 0.0 0.0
H 2.18883 9.21441 -2.62418 0.0 -0.1 0.1
H 4.31143 8.08684 -2.03205 -0.1 0.0 0.0
C -3.54049 -3.75058 6.67497 0.0 0.0 0.0
C -4.47358 -4.74977 6.93000 0.0 0.0 0.0
C -5.60486 -4.86735 6.12908 0.1 0.1 0.0
C -5.79839 -3.99107 5.06624 0.0 0.0 0.0
C -4.86342 -2.99419 4.80897 0.1 -0.1 0.0
C -3.73657 -2.87074 5.61545 -0.1 -0.1 0.0
H -2.66053 -3.65711 7.30180 -0.1 0.0 0.0
H -4.31956 -5.43718 7.75445 0.0 0.1 -0.1
H -6.33526 -5.64226 6.33249 0.1 0.1 0.0
H -6.67787 -4.08560 4.43893 0.1 0.0 0.1
H -5.01419 -2.31118 3.97858 -0.1 0.0 0.1
H -3.01020 -2.08925 5.41794 0.0 0.0 0.1
C 2.94864 -0.20445 -4.17376 -0.1 0.0 -0.1
C 3.11051 0.68909 -5.22730 0.0 0.0 0.0
C 2.64838 0.35888 -6.49673 0.0 -0.1 0.1
C 2.01519 -0.86170 -6.71100 0.0 0.0 0.1
C 1.84986 -1.75373 -5.65700 0.0 0.0 0.0
C 2.32009 -1.42754 -4.38922 0.0 0.1 0.0
H 3.31277 0.05205 -3.18384 0.0 0.0 -0.1
H 3.59811 1.64317 -5.05907 0.0 -0.1 0.0
H 2.78062 1.05257 -7.31928 0.0 0.0 0.1
H 1.65086 -1.11681 -7.69980 0.0 0.0 0.1
H 1.35492 -2.70437 -5.82397 0.1 0.1 0.0
H 2.19618 -2.12638 -3.56794 0.0 0.0 -0.1
```
Forces are in eV/Å.

Its charge is +1. The calculation puts the HOMO-LUMO gap at 0.3054 hartree. Its maximum force is 3.458 eV/A.

[2]
Density functional theory data (the ωB97M-V functional and the def2-TZVPD basis) for a molecular structure, C34H47As3FIN5PbS2Te.

```
95
Properties=species:S:1:pos:R:3:forces:R:3
Pb -0.83283 -0.59053 -0.27089 0.8 0.1 0.0
C -1.81086 3.33560 1.28252 0.0 0.0 0.0
As -0.24887 2.22320 0.91442 -0.2 0.1 0.0
C 0.60716 2.37570 2.65528 0.1 -0.1 0.0
C 0.74400 3.59930 -0.07185 0.1 0.1 -0.2
C 2.10158 3.30175 -0.74137 -0.1 0.0 0.0
C 3.03349 2.56048 0.22395 0.0 0.0 0.0
C 1.98340 2.50602 -2.05581 0.0 0.2 0.2
As 1.37557 0.63769 -2.02409 -0.1 -0.1 -0.1
C 0.76038 0.54512 -3.88016 0.0 0.0 -0.1
C 3.07409 -0.26636 -2.28841 0.1 0.0 0.2
C 2.73146 4.66545 -1.10281 0.0 -0.1 0.0
As 1.62506 5.86026 -2.22689 -0.1 0.0 -0.1
C 3.06663 7.10920 -2.65578 0.1 0.0 0.0
C 0.81987 6.95633 -0.81910 0.0 0.1 0.1
H -1.50978 4.30251 1.68816 0.0 0.0 0.0
H -2.44164 2.82661 2.01094 0.0 0.0 0.0
H -2.38534 3.48802 0.36802 0.0 0.0 0.0
H 0.93864 3.40326 2.79854 0.0 0.0 0.0
H 1.45279 1.69269 2.71272 0.0 0.0 0.0
H -0.11201 2.11614 3.42924 0.0 0.0 0.0
H 0.89317 4.38705 0.67160 0.0 0.0 0.0
H 0.03835 3.99594 -0.80909 0.1 0.0 0.0
H 2.62675 1.58128 0.50934 0.0 0.0 0.0
H 3.18790 3.13998 1.13866 0.0 0.0 -0.1
H 4.01223 2.40008 -0.23860 0.0 0.0 0.0
H 2.97596 2.45669 -2.51028 0.0 0.0 -0.1
H 1.34868 3.04118 -2.76530 0.0 0.1 0.0
H 1.36885 1.18522 -4.51998 0.0 0.0 0.0
H -0.28881 0.83689 -3.95801 0.1 -0.1 -0.1
H 0.85156 -0.48618 -4.22368 0.0 0.0 0.0
H 3.63033 0.24757 -3.07074 0.0 0.0 0.0
H 2.88515 -1.29366 -2.59306 0.0 0.0 0.0
H 3.64801 -0.26792 -1.36278 0.0 0.0 0.0
H 3.65600 4.49629 -1.66258 0.0 0.0 0.0
H 2.99738 5.21034 -0.19233 0.0 0.0 0.0
H 3.75534 6.65094 -3.36435 0.0 0.0 0.0
H 3.61149 7.38540 -1.75185 0.0 0.0 0.0
H 2.65002 8.00702 -3.10979 0.0 0.0 0.0
H -0.06336 6.47855 -0.39958 0.0 0.0 0.0
H 0.51857 7.90541 -1.26404 0.0 0.0 0.0
H 1.53926 7.15584 -0.02216 0.0 0.0 0.0
N -2.83776 -4.10206 -0.46644 -0.1 0.2 -0.2
C -3.52812 -3.18232 -1.21271 0.1 -0.1 0.2
N -3.22564 -1.91497 -1.25455 0.0 -0.2 -0.1
C -4.06475 -1.24606 -2.13345 0.4 0.3 0.2
C -4.98848 -2.00803 -2.75134 -0.2 -0.1 -0.2
S -4.83740 -3.64625 -2.23761 -0.1 -0.1 0.0
C -3.86987 0.20131 -2.33311 0.2 -0.4 0.0
C -4.83870 1.07219 -2.67823 -0.1 0.1 0.0
S -4.15825 2.63796 -2.90792 -0.1 0.2 -0.1
C -2.60180 2.00176 -2.51526 0.2 0.2 -0.1
N -2.58730 0.73414 -2.21984 -0.2 -0.1 -0.1
N -1.48367 2.79774 -2.49656 -0.4 -0.2 0.3
H -2.23620 -3.72968 0.25021 0.0 0.1 0.0
H -3.27585 -4.98160 -0.25664 0.0 0.0 0.0
H -5.71301 -1.71623 -3.49736 0.1 0.0 0.1
H -5.89941 0.89907 -2.78059 0.1 0.0 0.0
H -1.50806 3.68915 -2.95703 0.0 0.1 -0.1
H -0.59790 2.31972 -2.52599 -0.1 0.0 0.0
I -0.22333 -5.90184 -3.86902 0.0 -0.1 -0.1
C 0.69649 -4.68290 -2.46654 0.1 0.0 0.0
C 1.91890 -5.01953 -1.90102 0.0 0.0 0.0
C 2.46663 -4.16789 -0.95549 0.0 0.0 0.0
C 1.77765 -3.01993 -0.59624 -0.1 0.0 -0.1
N 0.59894 -2.70131 -1.14567 0.0 -0.1 -0.1
C 0.07374 -3.51474 -2.07075 0.0 0.2 0.2
H 2.42990 -5.92862 -2.19401 0.0 0.0 0.0
H 3.41626 -4.39482 -0.48631 -0.1 0.0 0.0
H 2.15239 -2.32165 0.14326 -0.1 0.0 0.0
H -0.87625 -3.21629 -2.50385 0.0 0.0 0.1
Te -0.40414 -1.39155 2.74613 -0.3 -0.3 0.5
C -1.91573 -2.30279 3.93846 -0.1 0.1 0.1
C -2.72674 -3.33911 3.48103 0.0 0.0 0.1
C -3.71789 -3.87409 4.29304 0.0 0.1 0.0
C -3.91502 -3.36889 5.57325 0.0 0.0 0.0
C -3.11164 -2.33806 6.03956 0.0 0.0 0.0
C -2.11622 -1.80726 5.22565 -0.1 -0.1 0.0
C 0.85479 -3.07280 2.84465 0.2 0.0 0.0
C 2.03828 -2.96494 3.57356 0.0 -0.1 -0.1
C 2.87016 -4.07092 3.70886 0.0 0.0 0.0
C 2.52039 -5.28317 3.12642 0.0 0.0 0.0
C 1.34249 -5.38827 2.39753 0.0 0.0 0.0
C 0.51405 -4.28350 2.25108 0.1 0.0 0.0
H -2.58441 -3.74936 2.48944 0.0 0.0 0.0
H -4.33779 -4.68401 3.92756 0.0 0.0 0.0
H -4.69379 -3.77851 6.20466 0.0 0.0 0.0
H -3.25287 -1.94922 7.04133 0.0 0.0 -0.1
H -1.48801 -1.00905 5.60429 0.0 0.0 0.0
H 2.31145 -2.02303 4.03310 0.0 0.0 0.0
H 3.78697 -3.98647 4.28036 0.0 0.0 0.0
H 3.16243 -6.14745 3.24566 0.0 0.0 0.0
H 1.06803 -6.33050 1.93771 0.0 0.0 0.0
H -0.39743 -4.37791 1.67206 0.0 0.0 0.0
F 1.19790 -0.59775 0.93662 -0.1 0.1 -0.4
```
Forces are in eV/Å.

Its charge is +1. The calculation puts the HOMO-LUMO gap at 0.2973 hartree. Its maximum force is 0.824 eV/A. As for the energy above the lowest of the compared OMol25 structures with the same formula, charge and spin: 0.518 eV.

[3]
Density functional theory data (the ωB97M-V functional and the def2-TZVPD basis) for a molecular structure, C34H47BN10OPbS6 at a distorted geometry.

```
100
Properties=species:S:1:pos:R:3:forces:R:3
Pb 2.28229 -1.14154 0.29538 -6.2 -3.6 4.0
C 0.23949 -2.59974 -4.43052 0.2 -0.1 0.1
C -0.31341 -1.56844 -3.46942 -2.6 1.3 -2.9
C -1.36561 -0.75994 -3.88142 1.7 -1.6 0.1
C -1.89161 0.21706 -3.02562 1.3 0.5 3.4
N -1.35421 0.34396 -1.76702 -2.1 0.9 -2.1
N -0.34761 -0.44004 -1.34832 -1.1 1.6 0.4
B 0.29329 -0.32714 0.05758 -0.4 1.8 1.3
N 1.04369 1.09306 0.43458 -0.8 2.7 0.3
N 0.02909 1.96386 0.46148 -1.7 2.6 0.6
C 0.10529 3.28796 0.73888 -0.8 -3.1 -0.6
C 1.34459 3.84206 0.97768 1.9 -0.1 0.4
C 2.47029 3.03586 1.03468 -1.6 2.1 -0.3
C 3.77979 3.74036 1.37668 0.2 -0.3 0.0
C 2.36089 1.62256 0.80618 -6.7 4.7 -0.6
S 3.65949 0.89226 1.02008 7.2 -3.6 1.8
C -1.16711 4.13796 0.79448 -0.7 -0.4 0.1
C -1.18821 5.09816 -0.40932 0.1 0.2 -0.3
C -1.23281 4.95086 2.10828 0.3 0.2 0.3
C -2.41561 3.23256 0.76798 -0.1 -0.3 0.1
N -0.50891 -0.84934 1.26198 -1.6 0.1 -0.4
N -1.81161 -1.04714 1.05868 -2.1 -0.3 0.5
C -2.67771 -1.38544 2.04818 1.9 0.6 -1.4
C -2.16661 -1.57054 3.34068 1.4 0.1 0.6
C -0.80091 -1.39194 3.59128 -2.6 -0.5 0.3
C -0.29181 -1.59554 5.00308 0.2 0.0 0.0
C 0.04459 -1.00844 2.52007 -12.1 -0.2 -1.0
S 1.46939 -0.80694 2.75138 8.0 10.1 7.8
C -4.16511 -1.49544 1.69468 -0.3 0.1 -0.5
C -4.63261 -0.13434 1.13818 0.0 0.5 -0.2
C -5.05831 -1.85074 2.90548 0.2 -0.1 0.3
C -4.34711 -2.57784 0.61478 0.1 -0.3 -0.4
C 0.19469 -1.38244 -2.16902 -8.6 5.9 -3.6
S 1.29619 -2.16134 -1.68862 3.6 -11.6 1.2
C -3.04061 1.10516 -3.53122 -0.2 0.4 0.3
C -3.46801 2.14216 -2.48563 0.0 0.2 0.2
C -2.59231 1.87476 -4.79542 0.3 0.0 -0.3
C -4.26701 0.22836 -3.86522 -0.2 -0.4 -0.1
H -0.29391 -2.58864 -5.40492 0.2 0.2 0.7
H 0.13409 -3.61494 -3.99342 0.3 0.5 -0.2
H 1.31309 -2.39424 -4.62592 -0.5 -0.3 0.2
H -1.76651 -0.88824 -4.87792 0.0 0.0 0.0
H 1.43169 4.90266 1.17178 0.1 0.0 0.0
H 3.65449 4.83526 1.51858 -0.2 -0.8 -0.2
H 4.51119 3.59426 0.55368 -0.3 0.0 0.6
H 4.19839 3.33096 2.32028 -0.1 0.2 -0.6
H -0.31361 5.78296 -0.38652 -0.5 -0.3 -0.1
H -2.11151 5.71656 -0.40312 0.5 -0.4 0.0
H -1.15521 4.52736 -1.36162 0.0 0.3 0.5
H -0.39421 5.67156 2.19318 -0.4 -0.4 0.0
H -1.20091 4.27336 2.98888 0.0 0.4 -0.5
H -2.17381 5.54126 2.15428 0.5 -0.4 -0.1
H -2.39741 2.57626 -0.10992 0.0 0.2 0.3
H -3.35031 3.83406 0.75548 0.6 -0.2 0.0
H -2.43691 2.57096 1.66168 0.0 0.4 -0.5
H -2.81361 -1.83934 4.16248 0.0 0.0 0.0
H -1.10501 -1.88344 5.70278 0.4 0.2 -0.6
H 0.16279 -0.65414 5.37798 -0.1 -0.6 -0.2
H 0.47139 -2.40174 5.01507 -0.3 0.5 0.1
H -4.50291 0.66476 1.90078 -0.1 -0.4 -0.5
H -5.70511 -0.16984 0.84818 0.6 -0.1 0.2
H -4.04511 0.14736 0.23978 -0.2 -0.2 0.5
H -4.97801 -1.07414 3.69728 -0.1 -0.5 -0.4
H -4.77371 -2.83624 3.33238 -0.2 0.6 -0.2
H -6.12591 -1.90814 2.60058 0.7 0.1 0.1
H -3.75631 -2.33474 -0.29522 -0.3 -0.1 0.6
H -5.41521 -2.65824 0.31708 0.6 0.1 0.2
H -4.01301 -3.56604 0.99738 -0.2 0.5 -0.3
H -2.61861 2.81896 -2.26383 -0.5 -0.4 0.1
H -3.82141 1.63876 -1.56372 0.3 0.4 -0.4
H -4.30281 2.76936 -2.86762 0.5 -0.4 0.1
H -1.71011 2.51236 -4.56902 -0.5 -0.4 -0.1
H -3.40981 2.52996 -5.16732 0.4 -0.4 0.3
H -2.31891 1.18806 -5.62272 -0.1 0.4 0.4
H -4.60541 -0.32394 -2.96172 0.2 0.3 -0.5
H -4.03681 -0.51214 -4.65922 -0.1 0.4 0.4
H -5.11021 0.85506 -4.22862 0.5 -0.3 0.2
S 2.15919 -2.45134 2.33538 3.1 -8.5 0.8
C 2.51749 -4.14894 2.40537 -0.8 -2.1 3.0
C 2.03829 -4.99104 3.44648 -0.4 -1.0 0.8
N 1.66379 -5.71194 4.28318 0.4 1.1 -1.0
C 3.27739 -4.51643 1.37498 -0.2 1.2 -0.1
S 3.62489 -3.16024 0.34788 -5.6 -7.4 3.7
C 3.76419 -5.82554 1.10658 0.3 -1.7 -0.3
N 4.14519 -6.91164 0.91918 -0.5 1.8 0.2
C 6.67879 0.08556 -1.36352 0.0 -0.3 0.1
N 5.41929 -0.54954 -1.66902 0.8 -0.6 -1.6
C 4.87069 -1.69084 -1.22602 5.2 0.2 0.4
S 3.32939 -2.07804 -1.74032 5.6 -1.1 -7.8
N 5.49289 -2.53784 -0.39232 6.1 4.3 -3.6
C 6.82349 -2.52224 0.16638 0.2 0.6 -0.2
H 6.72549 1.03246 -1.90792 0.0 -0.2 0.1
H 7.50219 -0.55314 -1.68762 0.2 0.3 0.1
H 6.73959 0.28446 -0.29192 0.3 0.2 -0.1
H 4.80279 -0.03414 -2.28732 0.1 -0.2 0.4
H 4.92869 -3.34994 -0.16802 2.2 -1.8 -1.6
H 6.94489 -1.64614 0.80578 0.3 -0.2 0.0
H 7.56019 -2.52074 -0.63912 0.2 0.0 0.3
H 6.95209 -3.42504 0.76928 -0.1 0.1 -0.1
O 3.41619 -0.12684 -0.66972 4.7 6.6 -3.4
```
Forces are in eV/Å.

The calculation puts the HOMO-LUMO gap (spin up / spin down) at 0.1929 / 0.1975 hartree. Its maximum force is 15.066 eV/A. As for the energy above the lowest of the compared OMol25 structures with the same formula, charge and spin: 28.140 eV.